Record 1
{
  "formula": "C22H43N3O6",
  "method": "ωB97M-V/def2-TZVPD",
  "symbols": ["C", "N", "C", "C", "O", "H", "H", "H", "H", "H", "H", "H", "C", "C", "C", "O", "H", "H", "H", "H", "H", "H", "C", "C", "C", "O", "H", "H", "H", "H", "H", "H", "C", "C", "C", "O", "H", "H", "H", "H", "H", "H", "C", "C", "C", "O", "H", "H", "H", "H", "H", "H", "C", "C", "C", "O", "H", "H", "H", "H", "H", "H", "C", "C", "N", "H", "H", "H", "C", "C", "N", "H", "H", "H"],
  "xyz": [[-0.1650, 0.6165, -1.1783], [0.2916, 0.1177, 0.1147], [-0.6632, -0.6912, 0.8251], [1.4851, 0.4295, 0.6133], [1.9435, -0.0796, 1.6341], [0.6024, 1.1042, -1.7680], [-0.9660, 1.3291, -0.9442], [-0.7159, -0.1282, -1.7570], [-0.4364, -0.7499, 1.8859], [-1.6683, -0.2640, 0.7650], [-0.7450, -1.6986, 0.4106], [2.0336, 1.1509, -0.0086], [-3.1227, -2.7517, -1.6673], [-1.9104, -2.8661, -2.5585], [-1.1689, -4.1928, -2.5866], [-1.5394, -1.9644, -3.2708], [-3.8086, -3.5928, -1.6802], [-3.6078, -1.7949, -1.8435], [-2.6879, -2.7118, -0.6594], [-0.3614, -4.0908, -3.3059], [-1.8622, -5.0120, -2.7632], [-0.7313, -4.3520, -1.5933], [2.0894, 4.3647, 0.7087], [3.1412, 4.1595, 1.7989], [3.4599, 2.7191, 2.0787], [3.5864, 5.0853, 2.4186], [1.9913, 5.4033, 0.4175], [1.1717, 3.9762, 1.1585], [2.3864, 3.7335, -0.1306], [3.6713, 2.1053, 1.2055], [2.5913, 2.2193, 2.5181], [4.2359, 2.5891, 2.8315], [0.8985, 0.9860, 4.6122], [0.3505, 2.3075, 4.1018], [-0.7501, 2.2184, 3.0478], [0.7356, 3.3829, 4.4929], [1.9618, 1.1762, 4.7464], [0.6898, 0.2209, 3.8725], [0.3593, 0.8143, 5.5448], [-1.6125, 1.6668, 3.4279], [-0.3751, 1.6656, 2.1865], [-0.9924, 3.2412, 2.7802], [-3.4981, 4.3319, 1.2400], [-2.4709, 4.2371, 0.1458], [-2.6940, 5.0893, -1.0849], [-1.5428, 3.4635, 0.1961], [-3.3093, 3.5261, 1.9496], [-4.5163, 4.1990, 0.8783], [-3.3902, 5.2984, 1.7349], [-3.6563, 4.8634, -1.5474], [-1.9498, 4.8249, -1.8341], [-2.6407, 6.1365, -0.7865], [2.8492, -4.6377, -2.5152], [2.8489, -3.2138, -2.0486], [2.1737, -2.9481, -0.7231], [3.3243, -2.3164, -2.6988], [3.5059, -5.2530, -1.8922], [3.2851, -4.6960, -3.5143], [1.8651, -5.1029, -2.5275], [2.2912, -1.8841, -0.5128], [2.6460, -3.5508, 0.0507], [1.0923, -3.0859, -0.7844], [-1.4422, -4.0699, 2.0577], [-2.8072, -3.5655, 2.1203], [-3.8601, -3.1106, 2.1108], [-1.0427, -3.8482, 1.0691], [-1.4548, -5.1585, 2.1553], [-0.7787, -3.7191, 2.8430], [0.8633, -0.8052, -4.6055], [0.9691, -2.1955, -5.0253], [1.0198, -3.2898, -5.3672], [1.4309, -0.2031, -5.3173], [1.2724, -0.6865, -3.6053], [-0.1691, -0.4713, -4.6432]],
  "total_energy_ha": -1479.734947,
  "multiplicity": 1,
  "orbital_gap_ev": 9.325,
  "total_charge": 0,
  "smiles": "CN(C)C=O.CC(C)=O.CC(C)=O.CC(C)=O.CC(C)=O.CC(C)=O.CC#N.CC#N"
}

=====

Record 2
{
  "formula": "C22H43N8Sm",
  "method": "ωB97M-V/def2-TZVPD",
  "symbols": ["Sm", "C", "C", "N", "C", "C", "N", "C", "C", "C", "N", "C", "C", "N", "C", "H", "H", "H", "H", "H", "H", "H", "H", "H", "H", "H", "H", "H", "H", "H", "H", "H", "H", "H", "H", "H", "H", "H", "H", "C", "C", "C", "C", "C", "C", "C", "C", "C", "C", "H", "H", "H", "H", "H", "H", "H", "H", "H", "H", "H", "H", "H", "H", "H", "N", "C", "N", "N", "C", "N", "H", "H", "H", "H"],
  "xyz": [[0.1099, 0.0329, 0.2996], [0.9964, 0.6397, -2.9947], [1.3477, -0.8441, -2.8986], [1.2664, -1.3725, -1.4926], [2.5408, -1.9367, -0.9515], [3.4410, -0.7692, -0.5091], [2.7430, -0.0745, 0.5897], [3.5165, 1.1656, 0.9209], [3.2986, 2.3212, -0.0138], [2.1006, 3.1971, 0.3946], [0.7249, 2.6516, 0.0718], [0.1075, 3.3634, -1.1093], [-1.2138, 2.7192, -1.4358], [-1.0821, 1.2620, -1.6451], [-0.4693, 0.9363, -2.9915], [1.3396, 1.0963, -3.9271], [1.4656, 1.2535, -2.2056], [2.3360, -1.0941, -3.3994], [0.7168, -1.4817, -3.5604], [0.6665, -2.1507, -1.5552], [3.0104, -2.6128, -1.6879], [2.3288, -2.5178, -0.0647], [3.6052, -0.0702, -1.2997], [4.3705, -1.1745, -0.1933], [2.8399, -0.7065, 1.4206], [4.5443, 0.8415, 0.9446], [3.2047, 1.3975, 1.9302], [3.1825, 1.9866, -1.0552], [4.1805, 2.9472, -0.0238], [2.1942, 4.2049, -0.0856], [2.2271, 3.3690, 1.4359], [0.1977, 2.9264, 0.8933], [0.7910, 3.3184, -1.9701], [-0.0940, 4.4318, -0.8608], [-1.6850, 3.1384, -2.3638], [-1.8758, 2.9275, -0.5654], [-2.0027, 0.8285, -1.7032], [-0.7311, 1.7358, -3.6630], [-0.9741, 0.0992, -3.4691], [-0.9811, -1.4862, 2.3027], [-1.7787, -0.3210, 2.2164], [-0.9795, 0.7688, 2.6949], [0.2294, 0.2063, 3.1025], [0.2911, -1.1767, 2.7846], [1.4352, -2.1764, 2.9745], [1.3088, 0.9642, 3.8003], [-1.5176, 2.1960, 2.8744], [-3.2702, -0.2588, 1.9858], [-1.4302, -2.8624, 1.8556], [1.5234, -2.9042, 2.2192], [1.3414, -2.7601, 3.9204], [2.4078, -1.7209, 3.0571], [1.2830, 2.0294, 3.7200], [2.3022, 0.6278, 3.4085], [1.3507, 0.6686, 4.8574], [-2.0808, 2.4876, 2.0165], [-0.7549, 2.9578, 3.0935], [-2.1925, 2.2409, 3.7347], [-3.5444, 0.7500, 1.6360], [-3.7619, -0.4990, 2.9119], [-3.5167, -1.0730, 1.2795], [-0.7858, -3.3027, 1.0996], [-2.4589, -2.8493, 1.4272], [-1.4173, -3.5907, 2.6577], [-4.1174, -3.5985, -2.0044], [-3.9185, -2.7460, -3.0050], [-4.8288, -2.6057, -4.0066], [-2.9564, -1.8267, -2.9634], [-2.2452, -1.6840, -1.8830], [-1.6108, -1.3836, -0.9611], [-4.8499, -4.2863, -2.0489], [-3.3436, -3.8050, -1.4030], [-5.6525, -3.1207, -3.9487], [-4.7458, -1.8460, -4.6125]],
  "total_energy_ha": -1959.706515,
  "s_squared": 8.77,
  "multiplicity": 6,
  "orbital_gap_ev": [7.314, 8.345],
  "total_charge": 2
}

=====

Record 3
{
  "formula": "C22H44BiN3OP3S",
  "method": "ωB97M-V/def2-TZVPD",
  "symbols": ["Bi", "P", "P", "P", "H", "C", "C", "H", "C", "C", "C", "C", "C", "C", "C", "C", "C", "H", "H", "H", "H", "H", "H", "H", "H", "H", "H", "H", "H", "H", "H", "H", "H", "H", "H", "H", "H", "H", "H", "H", "H", "H", "H", "H", "H", "H", "C", "C", "C", "C", "C", "C", "S", "H", "H", "H", "H", "H", "H", "C", "N", "C", "C", "C", "N", "C", "O", "N", "H", "H", "H", "H", "H", "H", "H"],
  "xyz": [[-0.2341, 0.1103, 0.6261], [-2.0638, 2.3240, 0.9006], [-2.4010, -1.3286, 1.8122], [1.5196, 1.7969, -0.5096], [-1.5581, -3.9910, -2.2784], [-0.4985, -3.7953, -2.4948], [0.4326, -3.6870, -1.5382], [0.2567, -4.0533, -0.5228], [-3.0672, 2.1852, -0.6280], [-3.3793, 2.4129, 2.1705], [-1.5230, 4.0720, 0.8367], [-1.9579, -3.1006, 1.7470], [-2.8520, -1.0372, 3.5585], [-3.9777, -1.2550, 0.8782], [2.8021, 0.5942, -0.9962], [2.5192, 3.1445, 0.1759], [0.7116, 2.5296, -1.9715], [-0.2263, -3.8135, -3.5513], [1.4310, -3.2846, -1.7433], [-3.7791, 3.0248, -0.6633], [-3.6236, 1.2357, -0.6413], [-2.4191, 2.2244, -1.5161], [-3.9384, 3.3490, 2.0162], [-2.9501, 2.4225, 3.1833], [-4.0723, 1.5646, 2.0916], [-2.4198, 4.7108, 0.8657], [-0.9540, 4.2808, -0.0790], [-0.8895, 4.3074, 1.7054], [-2.8564, -3.7218, 1.8656], [-1.2502, -3.3241, 2.5577], [-1.4817, -3.3293, 0.7818], [-3.7265, -1.6405, 3.8443], [-3.0745, 0.0255, 3.7247], [-2.0041, -1.3159, 4.1985], [-4.6838, -1.9987, 1.2775], [-3.7798, -1.4843, -0.1802], [-4.4320, -0.2554, 0.9415], [3.5224, 1.0792, -1.6698], [2.3761, -0.2822, -1.5055], [3.3251, 0.2428, -0.0924], [3.2171, 3.5029, -0.6016], [3.1004, 2.7853, 1.0377], [1.8777, 3.9757, 0.5010], [1.4815, 2.8551, -2.6852], [0.1065, 3.4070, -1.6802], [0.0602, 1.8034, -2.4856], [1.1589, -1.1801, -5.2169], [0.6836, -0.4831, -6.3487], [0.8617, -0.9912, -7.6293], [1.5498, -2.1972, -7.8167], [2.0959, -2.8577, -6.7087], [1.9219, -2.3487, -5.4151], [0.8621, -0.5071, -3.6238], [0.3232, -1.5190, -2.8302], [0.1428, 0.4515, -6.1864], [0.4590, -0.4469, -8.4860], [1.6778, -2.6116, -8.8185], [2.6682, -3.7795, -6.8446], [2.3370, -2.8446, -4.5371], [3.5523, -1.6985, 3.6372], [2.6184, -0.6146, 3.9224], [2.5202, -0.1028, 5.1792], [1.6002, 0.8673, 5.4400], [0.7837, 1.2956, 4.3692], [0.8414, 0.7547, 3.1340], [1.7588, -0.2171, 2.9262], [1.8167, -0.7889, 1.7941], [-0.1398, 2.2614, 4.5516], [3.0061, -2.6248, 3.4434], [4.2031, -1.8463, 4.4972], [4.1590, -1.4521, 2.7665], [3.2057, -0.5060, 5.9152], [1.4974, 1.3139, 6.4255], [-0.2058, 2.7439, 5.4428], [-0.6249, 2.6612, 3.7537]],
  "total_energy_ha": -2740.114923,
  "multiplicity": 1,
  "orbital_gap_ev": 3.906,
  "total_charge": 3
}

=====

Q: The highest multiplicity belongs to which entry?
A: C22H43N8Sm

=====

Q: What is the multiplicity in the first record?
A: 1

=====

Q: What is the multiplicity in the first record?
A: 1

=====

Q: Which formula does entry 3 have?
A: C22H44BiN3OP3S